11
Properties=species:S:1:pos:R:3:mulliken_charge:R:1 method="wB97M-V/def2-TZVPD" total_charge=0 de_lowest_kj_mol=796.0 multiplicity=1 orbital_gap_ev="9.1 / 7.2" homo_energy_ev="-9.224 / -8.462" lumo_energy_ev="-0.077 / -1.289"
C -1.044 0.770 -0.775 0.60
C -0.107 -0.274 1.072 -0.48
C 1.314 -0.298 0.064 -0.28
C -0.222 -0.220 -1.618 0.12
N -1.224 -0.306 0.137 -0.10
O -1.338 1.909 -0.726 -0.46
O 1.050 0.050 -1.171 -0.19
O -0.793 -1.294 -0.834 -0.28
H 0.147 -1.062 1.725 0.32
H 0.002 0.581 1.621 0.37
H 2.215 0.143 0.506 0.38



14
Properties=species:S:1:pos:R:3:mulliken_charge:R:1 method="wB97M-V/def2-TZVPD" total_charge=0 de_lowest_kj_mol=461.7 multiplicity=1 orbital_gap_ev=9.0 homo_energy_ev=-8.741 lumo_energy_ev=0.213
C -1.177 0.011 -0.666 -0.53
C -0.702 0.264 0.757 0.04
C 0.529 -0.643 0.875 -0.78
C 1.187 -0.310 -0.499 -0.41
C 0.162 0.616 -1.114 -0.43
O -0.173 1.598 0.571 -0.50
H -1.321 -1.041 -0.936 0.28
H -2.040 0.611 -0.960 0.26
H -1.402 0.246 1.600 0.47
H 1.158 -0.346 1.717 0.31
H 0.263 -1.699 0.987 0.32
H 2.174 0.149 -0.409 0.28
H 1.280 -1.191 -1.148 0.31
H 0.022 1.787 -0.575 0.39



95
Properties=species:S:1:pos:R:3:mulliken_charge:R:1 method="wB97M-V/def2-TZVPD" total_charge=+1 de_lowest_kj_mol=120.7 multiplicity=1 orbital_gap_ev=6.1 homo_energy_ev=-10.340 lumo_energy_ev=-4.231
Ca -1.232 0.445 0.808 0.76
N 0.670 3.053 -1.097 0.02
C -0.503 3.477 -0.596 0.19
N -1.387 2.714 0.027 0.43
C -2.506 3.467 0.398 -0.47
C -2.478 4.765 0.055 -0.44
S -1.005 5.128 -0.762 -0.27
C -3.585 2.775 1.121 -1.12
C -4.730 3.317 1.569 -0.50
S -5.652 2.143 2.426 -0.23
C -4.425 0.971 2.130 -0.25
N -3.409 1.418 1.429 1.01
N -4.547 -0.321 2.559 -0.35
H 1.052 2.178 -0.764 -0.74
H 1.346 3.731 -1.399 0.31
H -3.220 5.532 0.233 0.47
H -5.090 4.332 1.461 0.46
H -5.231 -0.529 3.263 0.25
H -3.699 -0.860 2.585 0.04
N -1.613 0.820 -2.375 0.39
C -1.898 0.624 -3.804 -0.69
C -3.370 0.403 -4.144 -1.06
C -3.961 -0.880 -3.528 0.29
C -4.993 -0.658 -2.428 -1.22
N -4.452 0.094 -1.280 -0.17
H -2.055 1.678 -2.070 0.11
H -2.064 0.071 -1.857 -0.90
H -1.316 -0.235 -4.151 0.37
H -1.534 1.497 -4.341 0.52
H -3.455 0.366 -5.232 0.40
H -3.945 1.278 -3.814 0.35
H -3.136 -1.487 -3.134 -0.36
H -4.443 -1.480 -4.303 0.45
H -5.319 -1.629 -2.056 0.48
H -5.870 -0.176 -2.867 0.41
H -5.103 0.053 -0.505 0.23
H -4.361 1.076 -1.515 0.13
C 1.369 0.053 -2.796 -1.08
C 1.430 -1.044 -1.741 1.88
C 2.799 -1.709 -1.752 -1.47
C 0.347 -2.068 -2.006 -0.52
O 1.125 -0.467 -0.424 1.58
Si 2.224 0.222 0.647 0.20
S 1.007 1.140 2.059 -0.82
O 3.050 1.283 -0.293 0.75
C 4.259 2.050 -0.070 1.67
C 4.024 3.403 -0.718 -1.85
C 4.551 2.229 1.417 -1.41
C 5.396 1.310 -0.755 -1.53
O 3.329 -0.853 1.195 0.00
C 3.330 -1.910 2.175 1.84
C 4.592 -2.713 1.909 -1.83
C 3.368 -1.330 3.582 -1.68
C 2.097 -2.788 1.992 -1.19
H 1.551 -0.371 -3.789 0.62
H 2.133 0.808 -2.595 -0.09
H 0.382 0.523 -2.788 -0.17
H 2.978 -2.151 -2.735 0.59
H 2.859 -2.498 -1.000 0.21
H 3.592 -0.983 -1.550 0.18
H 0.481 -2.518 -2.994 0.46
H -0.627 -1.576 -1.971 -0.83
H 0.379 -2.863 -1.251 0.42
H 3.227 3.938 -0.188 0.30
H 3.742 3.273 -1.769 0.30
H 4.933 4.010 -0.677 0.50
H 3.681 2.644 1.931 0.30
H 5.396 2.911 1.549 0.54
H 4.801 1.270 1.882 0.15
H 5.181 1.186 -1.821 0.29
H 5.521 0.320 -0.304 0.15
H 6.334 1.864 -0.650 0.50
H 5.476 -2.097 2.096 0.37
H 4.615 -3.052 0.869 0.32
H 4.632 -3.587 2.567 0.41
H 4.274 -0.732 3.717 0.36
H 3.376 -2.141 4.319 0.48
H 2.506 -0.686 3.760 0.17
H 2.087 -3.239 0.996 0.23
H 1.193 -2.185 2.111 -0.15
H 2.092 -3.591 2.736 0.74
Se -2.410 -3.468 -1.130 0.33
N -2.194 -4.601 0.192 -0.82
C -1.871 -3.880 1.248 0.47
C -1.593 -4.374 2.562 -0.56
C -1.264 -3.470 3.514 -1.00
C -1.221 -2.072 3.210 -0.68
N -1.486 -1.570 2.035 0.52
C -1.795 -2.457 1.032 0.22
N -2.045 -2.018 -0.188 -0.02
H -1.645 -5.437 2.766 0.50
H -1.031 -3.792 4.522 0.45
H -0.958 -1.350 3.976 0.43
O -1.504 2.579 3.761 -0.16
C -1.559 1.473 3.588 0.11



93
Properties=species:S:1:pos:R:3:mulliken_charge:R:1 method="wB97M-V/def2-TZVPD" total_charge=-2 de_lowest_kj_mol=282.8 multiplicity=3 orbital_gap_ev="3.5 / 7.3" homo_energy_ev="0.631 / -3.227" lumo_energy_ev="4.093 / 4.085"
Ti -0.241 -0.409 0.191 -0.27
C 2.818 1.553 2.189 -1.26
C 1.542 0.810 2.501 0.52
O 1.066 -0.002 1.692 -0.39
N 1.046 0.980 3.771 -0.08
C -0.363 0.739 4.002 -0.27
C -1.189 1.873 3.435 0.93
C -2.559 1.932 3.602 -0.59
C -3.262 2.960 2.974 -0.05
C -2.556 3.848 2.172 -0.56
C -1.187 3.702 2.070 -0.29
N -0.497 2.771 2.728 -0.34
H 3.609 0.836 1.971 0.25
H 3.132 2.206 3.000 0.50
H 2.651 2.136 1.284 0.21
H 1.367 1.828 4.218 0.39
H -0.542 0.602 5.074 0.39
H -0.640 -0.173 3.465 -0.66
H -3.070 1.177 4.181 0.21
H -4.334 3.044 3.078 0.38
H -3.061 4.626 1.621 0.36
H -0.590 4.361 1.452 0.41
O -0.403 1.447 0.033 -0.22
N -1.678 1.818 0.081 -1.60
N -2.380 0.906 0.709 1.44
O -1.719 -0.068 1.346 0.76
C -3.734 0.910 0.688 0.57
C -4.462 -0.082 1.374 -0.48
C -5.832 -0.112 1.281 -0.92
C -6.517 0.832 0.519 -0.55
C -5.801 1.821 -0.152 -0.73
C -4.429 1.873 -0.073 -0.82
H -3.915 -0.820 1.938 0.48
H -6.385 -0.888 1.797 0.42
H -7.595 0.786 0.441 0.37
H -6.335 2.548 -0.752 0.37
H -3.854 2.619 -0.597 0.48
F -2.038 -3.494 6.631 -0.32
C -2.029 -4.331 5.524 0.82
F -3.281 -4.821 5.470 -0.32
F -1.254 -5.371 5.965 -0.31
C -1.549 -3.697 4.300 0.33
C -0.196 -3.282 4.206 -1.24
C 0.208 -2.592 3.096 -0.65
N -0.594 -2.281 2.058 0.49
C -1.848 -2.777 2.101 -0.28
C -2.376 -3.447 3.175 -1.41
H 0.488 -3.516 5.009 0.34
H 1.234 -2.255 2.994 0.51
H -2.435 -2.614 1.206 0.60
H -3.399 -3.794 3.170 0.40
C 0.965 2.664 -2.845 -1.82
C 0.705 1.313 -3.519 3.18
C 1.008 1.437 -5.014 -2.07
C -0.787 1.015 -3.397 -2.24
Si 1.733 0.001 -2.503 -1.02
O 1.187 -0.095 -1.033 1.70
C 3.498 0.761 -2.249 0.84
C 4.087 0.578 -1.003 -0.06
C 5.339 1.083 -0.703 -0.79
C 6.043 1.797 -1.659 -0.53
C 5.487 1.975 -2.914 -0.70
C 4.235 1.456 -3.198 -0.12
C 2.357 -1.611 -3.340 1.14
C 2.625 -1.781 -4.693 -0.56
C 3.119 -2.976 -5.188 -0.75
C 3.394 -4.026 -4.330 -0.50
C 3.175 -3.862 -2.973 -0.83
C 2.663 -2.673 -2.491 -0.11
H 0.379 3.451 -3.327 0.53
H 2.018 2.934 -2.896 0.37
H 0.676 2.601 -1.798 0.08
H 0.420 2.259 -5.433 0.49
H 0.727 0.523 -5.533 0.38
H 2.057 1.649 -5.204 0.31
H -1.374 1.807 -3.871 0.52
H -1.078 0.948 -2.351 0.43
H -1.026 0.063 -3.864 0.37
H 3.519 0.032 -0.266 0.28
H 5.772 0.933 0.280 0.37
H 7.018 2.213 -1.428 0.35
H 6.032 2.530 -3.671 0.41
H 3.825 1.605 -4.185 0.10
H 2.449 -0.968 -5.382 0.17
H 3.291 -3.094 -6.252 0.37
H 3.779 -4.964 -4.716 0.33
H 3.407 -4.671 -2.291 0.41
H 2.470 -2.563 -1.435 0.21
O -1.875 -3.449 -1.456 -0.83
Se -0.823 -2.257 -1.550 1.38
O -1.544 -0.830 -1.069 -0.52
O 0.326 -2.397 -0.421 -0.75
O -0.305 -2.131 -3.043 -0.81



18
Properties=species:S:1:pos:R:3:mulliken_charge:R:1 method="wB97M-V/def2-TZVPD" total_charge=-1 de_lowest_kj_mol=148.7 multiplicity=1 orbital_gap_ev=8.0 homo_energy_ev=-4.029 lumo_energy_ev=3.930
C -0.514 -1.290 0.950 -1.14
N 0.737 -0.904 0.288 -0.14
C 1.014 -1.892 -0.744 -0.91
C 0.659 0.434 -0.313 -0.71
C -0.801 0.839 -0.895 0.63
O -1.305 0.005 -1.654 -0.65
O -1.247 1.951 -0.484 -0.79
H -1.363 -1.423 0.276 0.37
H -0.831 -0.451 1.584 0.36
H -0.285 -2.152 1.573 0.37
H 0.719 -1.544 -1.754 0.27
H 0.420 -2.811 -0.715 0.33
H 2.035 -2.242 -0.930 0.32
H 0.918 1.171 0.440 0.27
H 1.403 0.554 -1.105 0.35
H -1.252 3.244 1.310 0.34
H 0.022 2.974 0.726 0.42
O -0.329 3.538 1.448 -0.70



18
Properties=species:S:1:pos:R:3:mulliken_charge:R:1 method="wB97M-V/def2-TZVPD" total_charge=0 de_lowest_kj_mol=477.8 multiplicity=1 smiles="COc1cncc(C(=O)O)c1" orbital_gap_ev=9.3 homo_energy_ev=-9.443 lumo_energy_ev=-0.124
C -3.193 -0.676 0.035 -0.84
C -0.972 -0.242 -0.047 0.55
C -0.996 1.033 -0.116 0.16
C 1.335 1.326 0.026 -0.33
C 1.530 0.003 -0.031 0.18
C 0.376 -0.779 -0.023 -0.38
C 2.842 -0.546 -0.020 0.50
H -3.557 0.093 -0.699 0.34
H -4.002 -1.444 0.331 0.27
H -3.357 0.026 1.065 0.29
H -2.132 1.631 -0.170 0.15
H 2.052 2.164 0.069 0.43
H 0.613 -1.919 -0.206 0.29
H 4.405 -0.176 -0.160 0.23
N 0.012 1.980 0.014 -0.56
O -1.932 -1.119 -0.098 -0.39
O 3.839 0.341 0.003 -0.33
O 3.135 -1.695 0.027 -0.58



50
Properties=species:S:1:pos:R:3:mulliken_charge:R:1 method="wB97M-V/def2-TZVPD" total_charge=0 de_lowest_kj_mol=14.7 multiplicity=1 smiles="CS(=O)(=O)N(CC(=O)NCCSC1CCCCC1)c1cccc(F)c1" orbital_gap_ev=9.2 homo_energy_ev=-8.673 lumo_energy_ev=0.538
C 4.152 0.167 0.019 -1.29
H 4.584 0.232 -0.972 0.45
H 4.649 -0.602 0.596 0.35
H 4.172 1.135 0.507 0.42
S 2.442 -0.335 -0.231 1.18
O 1.666 0.794 -0.658 -0.59
O 2.419 -1.473 -1.094 -0.70
N 1.941 -0.801 1.330 0.00
C 0.859 -1.680 1.489 0.62
C -0.184 -1.438 2.383 -0.40
C -1.198 -2.369 2.513 0.07
C -1.239 -3.536 1.777 -0.66
C -0.199 -3.769 0.892 -0.60
C 0.842 -2.870 0.758 -0.36
H 1.642 -3.075 0.069 0.52
H -0.191 -4.675 0.307 0.41
H -2.053 -4.230 1.902 0.46
F -2.180 -2.111 3.400 -0.36
H -0.245 -0.555 3.000 0.43
C 2.233 0.215 2.325 -1.09
H 3.307 0.192 2.537 0.35
H 1.709 -0.013 3.253 0.62
C 1.880 1.630 1.841 0.54
O 2.750 2.454 1.632 -0.69
N 0.568 1.863 1.713 0.13
H -0.089 1.089 1.745 -0.06
C 0.068 2.989 0.952 -0.61
C -1.453 3.004 0.992 -0.76
H -1.815 3.309 1.974 0.40
H -1.852 3.682 0.240 0.41
S -2.204 1.350 0.761 -0.32
C -1.530 0.799 -0.859 2.11
C -2.085 1.609 -2.020 -1.02
C -1.460 1.101 -3.318 -0.64
C -1.758 -0.383 -3.514 -0.89
C -1.249 -1.192 -2.324 -0.30
C -1.871 -0.675 -1.030 -0.58
H -1.495 -1.248 -0.180 -0.50
H -2.957 -0.795 -1.061 0.55
H -1.496 -2.247 -2.453 0.42
H -0.162 -1.107 -2.254 0.05
H -1.286 -0.736 -4.433 0.39
H -2.837 -0.526 -3.614 0.35
H -1.845 1.676 -4.162 0.40
H -0.379 1.247 -3.270 0.26
H -3.172 1.498 -2.056 0.32
H -1.855 2.669 -1.894 0.38
H -0.446 0.913 -0.809 -0.85
H 0.433 2.910 -0.079 0.19
H 0.468 3.912 1.382 0.50



104
Properties=species:S:1:pos:R:3:mulliken_charge:R:1 method="wB97M-V/def2-TZVPD" total_charge=+3 de_lowest_kj_mol=52.4 multiplicity=6 orbital_gap_ev="7.2 / 4.5" homo_energy_ev="-15.220 / -15.290" lumo_energy_ev="-8.028 / -10.751"
Ir -0.207 0.176 0.180 3.24
C 2.051 -4.184 -0.056 -0.98
C 2.719 -3.089 -0.803 0.59
N 3.925 -3.268 -1.284 -0.60
C 4.469 -2.293 -2.037 -1.04
C 3.857 -1.064 -2.362 1.59
C 4.617 -0.096 -3.257 -0.97
O 3.873 0.352 -4.369 -0.54
C 2.620 -0.783 -1.808 -0.15
C 2.007 0.525 -2.091 -1.75
N 1.099 1.125 -1.412 -0.29
C 0.832 2.486 -1.788 0.10
C 1.868 3.326 -2.206 -0.12
C 1.626 4.643 -2.553 -0.96
C 0.341 5.160 -2.473 -0.70
C -0.700 4.350 -2.042 -0.68
C -0.444 3.033 -1.698 0.20
I -2.044 1.824 -1.128 0.24
C 1.994 -1.817 -1.005 0.37
O 0.861 -1.705 -0.502 -0.80
H 2.759 -4.990 0.120 0.39
H 1.211 -4.567 -0.643 0.31
H 1.640 -3.820 0.888 0.10
H 5.462 -2.513 -2.416 0.43
H 5.556 -0.560 -3.563 0.51
H 4.879 0.800 -2.686 0.16
H 3.955 -0.269 -5.102 0.35
H 2.407 1.023 -2.969 1.72
H 2.883 2.948 -2.239 0.49
H 2.445 5.269 -2.880 0.45
H 0.145 6.191 -2.735 0.45
H -1.707 4.742 -1.980 0.46
C -1.062 -2.001 3.060 -1.55
O 0.066 -1.240 2.586 0.15
C 1.313 -1.654 2.944 -1.10
C 1.561 -2.719 3.798 -0.06
C 2.864 -3.033 4.178 -0.87
Br 3.155 -4.463 5.349 -0.10
C 3.921 -2.289 3.718 -0.96
C 3.683 -1.225 2.823 1.26
C 2.373 -0.901 2.444 1.16
O 2.044 0.152 1.623 0.23
C 4.850 -0.508 2.372 -0.50
N 6.007 -0.503 3.083 -0.63
C 6.860 0.227 2.383 0.66
C 8.221 0.551 2.696 -0.75
C 8.898 1.310 1.797 -0.63
C 8.268 1.765 0.599 -0.47
C 6.934 1.468 0.264 -0.83
C 6.251 0.707 1.166 0.82
N 4.956 0.211 1.220 0.75
H -1.002 -3.033 2.714 0.50
H -1.939 -1.521 2.637 0.34
H -1.116 -1.965 4.148 0.49
H 0.747 -3.300 4.205 0.71
H 4.934 -2.509 4.021 0.69
H 2.646 0.900 1.740 -0.17
H 8.667 0.189 3.612 0.53
H 9.928 1.582 1.981 0.45
H 8.846 2.372 -0.087 0.46
H 6.498 1.840 -0.654 0.47
H 4.291 0.210 0.460 -0.31
C 2.333 3.088 3.457 -1.53
C 0.818 3.183 3.274 1.42
C 0.394 4.650 3.245 -1.82
C 0.122 2.463 4.425 -1.78
N 0.478 2.571 1.946 0.14
N -0.531 1.553 1.904 -0.55
H 2.656 3.651 4.335 0.52
H 2.848 3.501 2.585 0.37
H 2.638 2.046 3.612 0.15
H 0.686 5.158 4.165 0.45
H -0.690 4.739 3.142 0.41
H 0.871 5.176 2.413 0.43
H 0.385 2.957 5.360 0.50
H 0.446 1.420 4.519 0.31
H -0.966 2.502 4.337 0.43
H 0.242 3.274 1.260 0.34
H -1.473 1.946 1.906 0.40
H -0.443 0.971 2.730 0.13
O -1.882 -1.174 -0.549 -0.91
S -2.338 -2.631 -0.372 0.30
C -4.041 -2.559 0.100 0.42
C -4.897 -1.663 -0.529 -0.45
C -6.226 -1.636 -0.144 -0.79
C -6.683 -2.499 0.851 -0.48
C -5.817 -3.391 1.465 -0.71
C -4.477 -3.421 1.094 -0.13
C -2.491 -3.236 -2.035 0.61
C -2.950 -4.534 -2.218 -0.72
C -3.075 -5.017 -3.510 -0.62
C -2.737 -4.211 -4.591 -0.55
C -2.272 -2.921 -4.387 -0.73
C -2.140 -2.421 -3.097 -0.12
H -4.531 -1.017 -1.319 0.46
H -6.914 -0.955 -0.628 0.44
H -7.724 -2.475 1.144 0.43
H -6.180 -4.062 2.231 0.43
H -3.790 -4.114 1.568 0.44
H -3.219 -5.156 -1.371 0.45
H -3.441 -6.022 -3.673 0.43
H -2.839 -4.594 -5.598 0.43
H -2.018 -2.297 -5.235 0.45
H -1.788 -1.413 -2.915 0.29



22
Properties=species:S:1:pos:R:3:mulliken_charge:R:1 method="wB97M-V/def2-TZVPD" total_charge=0 de_lowest_kj_mol=401.4 multiplicity=1 orbital_gap_ev=7.8 homo_energy_ev=-7.396 lumo_energy_ev=0.419
C 0.676 0.881 -1.183 -0.81
C -0.753 -0.459 -0.807 0.58
N -1.928 -0.018 -1.406 -0.59
N 1.662 0.191 -1.964 -0.55
O -0.321 -1.593 -1.029 -0.72
H -2.448 0.726 -0.962 0.22
H -1.849 0.157 -2.398 0.28
H 2.556 0.143 -1.491 0.26
H 1.371 -0.764 -2.166 0.30
H 1.149 1.587 -0.503 0.37
H 0.036 1.500 -1.815 0.34
C 1.563 -0.765 1.269 -1.05
N -0.914 -0.349 0.944 0.18
C 0.453 0.236 1.321 0.66
N -1.978 0.498 1.368 -0.71
O 0.459 1.267 1.965 -0.59
H -1.016 -1.349 1.161 0.40
H -1.574 1.181 2.013 0.26
H -2.684 -0.060 1.836 0.21
H 1.558 -1.329 2.208 0.33
H 1.474 -1.461 0.438 0.33
H 2.505 -0.221 1.200 0.30



34
Properties=species:S:1:pos:R:3:mulliken_charge:R:1 method="wB97M-V/def2-TZVPD" total_charge=-1 multiplicity=1 orbital_gap_ev=6.9 homo_energy_ev=-4.116 lumo_energy_ev=2.787
Pt -1.063 0.990 -0.010 0.55
O 0.769 -2.376 -3.838 -0.56
C -0.271 -2.356 -2.851 -1.30
C 0.343 -2.362 -1.460 2.18
C 1.229 -3.609 -1.289 -1.24
O 0.550 -4.855 -1.425 -0.53
C -0.752 -2.397 -0.392 -1.62
Se -2.181 -1.050 -0.425 -0.25
C 1.285 -1.170 -1.256 -1.35
Se 0.578 0.602 -1.693 -0.37
H 0.548 -1.724 -4.505 0.35
H -0.914 -3.233 -2.975 0.36
H -0.880 -1.458 -2.950 0.64
H 1.725 -3.553 -0.310 0.43
H 1.997 -3.608 -2.061 0.41
H -0.136 -4.890 -0.752 0.34
H -0.283 -2.376 0.594 0.36
H -1.319 -3.330 -0.468 0.49
H 2.153 -1.289 -1.907 0.40
H 1.635 -1.162 -0.223 0.43
C -0.421 4.672 2.118 -1.71
C -0.454 3.170 1.918 1.52
C 0.585 2.452 2.766 -1.63
O -0.193 2.903 0.510 -0.65
C -1.852 2.589 2.277 0.42
O -2.382 3.047 3.282 -0.70
O -2.311 1.646 1.543 -0.66
H 0.578 5.059 1.901 0.39
H -0.691 4.907 3.144 0.35
H -1.137 5.153 1.451 0.38
H 1.586 2.844 2.559 0.46
H 0.568 1.382 2.553 0.32
H 0.360 2.609 3.820 0.41
H 0.754 2.772 0.352 0.39



29
Properties=species:S:1:pos:R:3:mulliken_charge:R:1 method="wB97M-V/def2-TZVPD" total_charge=-1 multiplicity=6 orbital_gap_ev="3.0 / 7.8" homo_energy_ev="-0.539 / -5.077" lumo_energy_ev="2.476 / 2.678"
Fe 0.040 -0.029 -0.040 -3.05
N -2.704 1.017 -1.406 0.95
O -3.539 0.224 -1.749 -0.67
O -1.567 0.652 -1.265 -0.41
O -3.041 2.106 -0.888 -0.61
N -2.441 0.374 2.330 0.78
O -2.682 -0.345 3.301 -0.65
O -3.340 1.232 2.023 -0.57
O -1.451 0.281 1.601 -0.32
C 2.184 0.613 1.676 -0.53
C 1.486 1.907 1.383 -0.73
O 0.810 1.944 0.176 0.16
O 1.383 -0.512 1.396 1.82
H 2.491 0.695 2.719 0.46
H 3.036 0.608 0.997 0.04
H 2.244 2.633 1.677 0.50
H 0.554 2.217 1.855 0.40
H 0.794 2.862 -0.106 0.22
H 1.692 -1.277 1.886 -0.43
C -0.338 -2.146 -1.752 -0.47
C 1.084 -1.527 -2.132 -0.25
O 1.121 -0.163 -1.999 0.59
O -0.445 -2.052 -0.317 0.41
H -0.393 -3.197 -2.036 0.58
H -1.165 -1.637 -2.246 0.23
H 1.410 -1.925 -3.093 0.69
H 1.786 -1.889 -1.381 -0.35
H 1.740 0.238 -2.614 0.08
H -0.750 -2.904 0.004 0.13